1.
The following is a quantum chemistry calculation of C13H28F12O9P2PbS4V as an isolated structure at a distorted geometry, from OMol25.

Each line ends with the Löwdin charge.
Cartesian coordinates (Å):
1 Pb 3.557 -0.817 1.522  1.65
2 V -1.037 -4.913 1.664  1.47
3 S 3.148 -2.857 -1.545  0.90
4 S 3.667 2.140 -0.500  0.90
5 S -4.143 -2.949 1.861  1.13
6 S 1.515 2.515 2.608  0.87
7 P 2.479 -4.633 1.882  0.47
8 P -0.159 -1.568 0.643  0.51
9 F -3.625 4.012 -0.297  0.19
10 F 2.991 -5.447 3.255  -0.12
11 F -2.270 3.130 2.031  0.13
12 F 3.135 -5.562 0.737  -0.10
13 F -0.915 2.453 0.424  0.08
14 F -3.624 2.613 -3.968  0.15
15 F -4.936 0.987 -4.102  0.18
16 F -1.169 -0.492 1.280  -0.12
17 F -0.414 -1.479 -0.995  -0.13
18 F -2.635 -0.650 -2.741  0.04
19 F -2.467 -0.063 -4.860  0.11
20 F -4.529 2.249 0.563  0.15
21 O 2.350 1.270 2.298  -0.75
22 O -3.229 1.916 -1.160  -0.03
23 O 1.283 -0.998 0.817  -0.44
24 O 4.186 0.687 -0.347  -0.71
25 O -0.560 -2.967 1.105  -0.39
26 O 3.007 -3.230 1.790  -0.43
27 O 4.183 -1.957 -0.821  -0.64
28 O 0.980 -4.908 1.696  -0.38
29 O -2.897 -3.883 1.655  -0.59
30 C -3.409 2.729 0.022  -0.47
31 C 4.294 2.822 -2.095  -0.21
32 C 2.563 -1.710 -2.909  -0.19
33 C 1.821 2.198 -0.859  -0.23
34 C -3.527 -1.825 3.249  -0.14
35 C -4.333 1.732 -2.044  -0.06
36 C 0.577 2.230 4.167  -0.20
37 C -4.184 -1.629 0.536  -0.16
38 C -3.855 1.396 -3.509  -0.48
39 C -2.588 0.418 -3.611  -0.25
40 C 2.389 4.118 2.824  -0.19
41 C 4.203 -4.081 -2.531  -0.18
42 C -2.163 2.400 0.944  -0.31
43 H -3.187 -1.194 0.463  0.03
44 H -4.242 -1.063 3.559  0.09
45 H 2.786 -0.660 -2.723  0.05
46 H -2.564 -1.372 3.013  0.05
47 H 4.934 -3.425 -3.004  0.06
48 H 1.492 -1.841 -3.064  0.04
49 H 2.869 -1.993 -3.916  0.06
50 H 3.716 -4.849 -3.133  0.07
51 H -2.303 1.388 1.323  0.13
52 H -3.398 -2.533 4.069  0.06
53 H 1.509 3.210 -1.114  0.07
54 H 5.359 2.638 -2.237  0.07
55 H -5.051 2.552 -2.008  0.15
56 H -4.319 -2.083 -0.446  0.08
57 H 1.172 2.147 5.077  0.07
58 H 3.213 4.071 2.112  0.05
59 H 4.843 -4.632 -1.843  0.06
60 H 1.651 4.846 2.488  0.06
61 H 0.013 1.305 4.042  0.04
62 H -0.042 3.127 4.175  0.06
63 H 3.845 2.301 -2.941  0.06
64 H -4.889 0.893 -1.626  0.12
65 H 4.120 3.893 -2.195  0.07
66 H -4.953 -0.865 0.648  0.09
67 H -1.677 0.975 -3.394  0.16
68 H 1.511 1.687 -1.770  0.05
69 H 2.709 4.340 3.842  0.07
70 H 1.219 1.741 -0.073  -0.01

Spin multiplicity = 3
HOMO-LUMO gap (spin up / spin down) = 0.071 / 0.206 Eh
Total charge = +3

***

2.
The following is a quantum chemistry calculation of a 2-piece molecular cluster, C13H28FN2O4 overall, from OMol25.

Each line ends with the Löwdin charge.
Cartesian coordinates (Å):
1 F -0.674 -3.941 1.648  -0.10
2 O -2.435 0.864 0.956  -0.08
3 O -1.080 0.134 -1.325  0.00
4 O 4.946 1.156 0.386  -0.19
5 O 0.789 -0.347 -0.146  -0.06
6 N 3.546 -0.863 -1.210  0.04
7 N -0.437 1.953 1.244  0.10
8 C -1.026 0.628 1.037  -0.47
9 C 4.462 0.778 -2.767  -0.08
10 C -5.125 -0.779 -1.096  -0.25
11 C -6.502 -0.768 -0.403  -0.12
12 C -1.061 -1.702 2.276  -0.17
13 C 3.793 1.475 -0.388  -0.19
14 C 3.531 0.548 -1.577  -0.44
15 C -0.389 0.069 -0.299  -0.64
16 C -4.171 0.328 -0.623  -0.19
17 C -0.304 -2.612 1.334  -0.19
18 C 6.164 1.641 -0.121  -0.13
19 C -0.656 -0.228 2.250  -0.13
20 C -3.268 -0.179 0.486  -0.25
21 H 2.799 -0.995 -0.528  0.04
22 H -0.267 2.100 2.234  0.06
23 H 6.617 0.957 -0.845  0.07
24 H 0.432 -0.170 2.325  0.12
25 H 2.943 1.388 0.291  0.12
26 H -2.130 -1.841 2.108  0.10
27 H -2.693 -1.030 0.121  0.11
28 H -3.542 0.703 -1.426  0.10
29 H -3.895 -0.535 1.319  0.12
30 H 2.508 0.768 -1.896  0.13
31 H 5.453 0.356 -2.590  0.06
32 H 4.054 0.289 -3.651  0.07
33 H -7.309 -0.554 -1.106  0.06
34 H 4.419 -1.075 -0.734  0.06
35 H -1.135 2.632 0.962  0.08
36 H -6.733 -1.731 0.057  0.06
37 H -4.769 1.144 -0.202  0.11
38 H -5.255 -0.724 -2.178  0.10
39 H -4.651 -1.745 -0.901  0.10
40 H 0.773 -2.538 1.470  0.12
41 H 4.577 1.843 -2.986  0.07
42 H -6.542 -0.017 0.387  0.06
43 H 6.851 1.753 0.720  0.08
44 H -1.093 0.257 3.130  0.12
45 H -0.869 -2.076 3.287  0.11
46 H -0.539 -2.456 0.286  0.11
47 H 6.035 2.619 -0.600  0.08
48 H 3.857 2.522 -0.717  0.12

Spin multiplicity = 1
HOMO-LUMO gap = 0.290 Eh
Total charge = -1